Computed, not measured: a 2-piece molecular cluster, C4H14N2O overall in a non-equilibrium geometry, with ωB97M-V/def2-TZVPD.

```
21
Properties=species:S:1:pos:R:3
C -0.3484 0.2392 -3.0930
C -1.2490 -0.1976 -1.9381
C -0.5670 -0.0330 -0.5785
N -1.3891 -0.3197 0.6035
H -0.1348 1.3065 -3.0294
H 0.5943 -0.3085 -3.0934
H -0.8394 0.0661 -4.0505
H -2.1505 0.4219 -1.9384
H -1.5249 -1.2479 -2.0660
H 0.2991 -0.6983 -0.5470
H -0.1978 0.9898 -0.4979
H -2.0909 0.4042 0.6742
H -1.9080 -1.1769 0.4497
N 1.7810 0.9360 1.8713
C 1.6810 -0.4130 2.4186
O 0.4524 -0.5763 3.1295
H 2.6180 1.3854 2.2199
H 1.0072 1.4703 2.2491
H 1.7258 -1.1784 1.6418
H 2.4681 -0.6061 3.1476
H -0.2271 -0.4640 2.4270
```

Summary:
* E_HOMO: -9.30 eV
* Kohn-Sham gap: 10.34 eV

Table of natural (NBO) atomic charges, one value per atom, all in e: C -0.605; C -0.410; C -0.216; N -0.845; H 0.204; H 0.205; H 0.211; H 0.190; H 0.191; H 0.184; H 0.195; H 0.355; H 0.356; N -0.870; C 0.097; O -0.746; H 0.357; H 0.366; H 0.138; H 0.152; H 0.491

=====

Computed, not measured: C24H27N7O2PPbS as an isolated structure, with ωB97M-V/def2-TZVPD.

```
63
Properties=species:S:1:pos:R:3
Pb 0.2403 -0.9022 -1.3874
N -5.2378 -0.4474 5.0964
C -4.2438 -0.9636 4.2993
C -2.8963 -0.7254 4.6028
C -1.8957 -1.2168 3.7934
C -2.2250 -1.9385 2.6469
C -3.5568 -2.1925 2.3382
C -4.5581 -1.7073 3.1574
S -0.9701 -2.5697 1.6081
O -1.6194 -3.1976 0.4822
O -0.0126 -3.2989 2.3862
N -0.2529 -1.2768 0.9218
C 0.7573 -0.5424 1.4489
N 1.0697 -0.4486 2.7435
C 2.1168 0.3073 3.0388
C 2.8709 0.9998 2.0937
C 2.4569 0.8807 0.7878
N 1.4100 0.1269 0.4656
H -4.9927 -0.1473 6.0241
H -6.1636 -0.8293 5.0051
H -2.6433 -0.1621 5.4929
H -0.8560 -1.0536 4.0442
H -3.7989 -2.7776 1.4626
H -5.5953 -1.9130 2.9230
H 2.3684 0.3707 4.0918
H 3.7190 1.6064 2.3688
H 2.9590 1.3923 -0.0263
C 1.4688 3.9821 -4.6859
C 2.3820 3.0826 -5.2299
C 2.6635 1.8945 -4.5809
C 2.0160 1.6150 -3.3842
C 1.0932 2.4956 -2.8427
C 0.8266 3.6918 -3.4919
N 2.2356 0.4046 -2.6412
N 3.3044 -0.1660 -2.8823
C 3.5692 -1.3783 -2.1651
C 4.8338 -1.8979 -2.3529
C 5.1788 -3.0572 -1.6718
C 4.2450 -3.6457 -0.8415
C 2.9923 -3.0571 -0.7257
N 2.6588 -1.9448 -1.3752
H 1.2544 4.9088 -5.2006
H 2.8734 3.3105 -6.1656
H 3.3650 1.1824 -4.9925
H 0.6080 2.2496 -1.9035
H 0.1204 4.3935 -3.0691
H 5.5191 -1.3902 -3.0163
H 6.1625 -3.4900 -1.7927
H 4.4671 -4.5478 -0.2900
H 2.2299 -3.4910 -0.0877
C -2.5791 2.4035 -1.7392
P -1.9106 1.0455 -0.7244
C -3.2802 -0.1585 -0.7580
C -1.9665 1.7336 0.9585
H -3.6088 2.6131 -1.4442
H -2.5600 2.1318 -2.7944
H -1.9843 3.3074 -1.6063
H -4.1266 0.2164 -0.1797
H -2.9724 -1.1256 -0.3532
H -3.5958 -0.3056 -1.7922
H -2.9860 2.0321 1.2106
H -1.3124 2.6035 1.0231
H -1.6353 0.9842 1.6788
```

Summary:
* charge: +1
* E_HOMO: -10.24 eV
* Kohn-Sham gap: 6.32 eV

Table of natural (NBO) atomic charges, one value per atom, all in e: Pb 1.290; N -0.785; C 0.204; C -0.264; C -0.161; C -0.450; C -0.089; C -0.300; S 2.351; O -0.967; O -0.926; N -1.050; C 0.580; N -0.483; C 0.137; C -0.350; C 0.109; N -0.614; H 0.391; H 0.391; H 0.215; H 0.254; H 0.235; H 0.217; H 0.211; H 0.243; H 0.210; C -0.175; C -0.191; C -0.218; C 0.137; C -0.233; C -0.196; N -0.196; N -0.135; C 0.266; C -0.199; C -0.140; C -0.219; C 0.064; N -0.496; H 0.230; H 0.232; H 0.240; H 0.219; H 0.223; H 0.248; H 0.240; H 0.245; H 0.226; C -0.942; P 0.846; C -0.955; C -0.944; H 0.241; H 0.247; H 0.239; H 0.244; H 0.263; H 0.245; H 0.241; H 0.241; H 0.257

=====

Computed, not measured: an isolated ion of composition C6H14NO2 and charge +1 in a non-equilibrium geometry, with ωB97M-V/def2-TZVPD.

```
23
Properties=species:S:1:pos:R:3
C 1.8929 0.9767 2.2890
C 1.2946 0.8998 0.8879
C 0.6962 -0.5224 0.6289
N -0.0478 -0.5001 -0.6413
C 0.5485 -1.2003 -1.7787
C -1.3134 -0.1647 -0.6463
O -1.9279 0.1390 0.5041
O -1.9773 -0.3504 -1.7654
C -3.4013 -0.7041 -1.5533
H 1.2513 0.4638 3.0448
H 2.7993 0.3522 2.4400
H 2.0697 2.0522 2.4756
H 1.9705 1.1383 0.0830
H 0.5343 1.7224 0.8941
H 1.6466 -1.0451 0.4405
H 0.0591 -0.8434 1.4791
H 0.0273 -2.2597 -1.8369
H 1.5891 -1.1064 -1.9768
H -0.0065 -0.7943 -2.6598
H -1.3232 0.6692 1.1058
H -3.5859 -1.3608 -2.2772
H -3.9831 0.1717 -1.7746
H -3.5304 -1.0990 -0.5818
```

Summary:
* charge: +1
* E_HOMO: -14.64 eV
* Kohn-Sham gap: 11.47 eV

Table of natural (NBO) atomic charges, one value per atom, all in e: C -0.627; C -0.404; C -0.251; N -0.351; C -0.445; C 0.928; O -0.644; O -0.449; C -0.233; H 0.212; H 0.226; H 0.241; H 0.225; H 0.186; H 0.251; H 0.226; H 0.238; H 0.251; H 0.248; H 0.538; H 0.209; H 0.217; H 0.208

=====

Computed, not measured: a 3-piece molecular cluster, C4H10Br2N2O4 overall in a non-equilibrium geometry, with ωB97M-V/def2-TZVPD.

```
22
Properties=species:S:1:pos:R:3
Br 4.1376 2.4393 5.0636
C 4.2937 1.2324 3.4639
C 3.1653 1.5612 2.4723
Br 1.4103 0.8705 2.9664
H 4.2924 0.1689 3.7029
H 5.2344 1.5315 3.0017
H 3.4778 1.0196 1.5795
H 3.0647 2.6428 2.3832
C 0.4476 -0.1347 -0.6285
N -0.0820 0.2592 -1.9753
O -0.6837 -0.5475 -2.6354
O 0.2110 1.3569 -2.4212
H -0.3674 -0.2781 0.0809
H 1.1571 0.6147 -0.2777
H 1.0205 -1.0258 -0.8852
C -4.4478 -1.4576 -2.9220
N -4.3214 -1.9724 -1.5109
O -4.2303 -1.0850 -0.7031
O -4.4150 -3.1486 -1.1533
H -5.1427 -2.1331 -3.4209
H -3.4220 -1.4876 -3.2893
H -4.8001 -0.4266 -2.8916
```

Summary:
* charge: -1
* spin multiplicity: 2
* E_HOMO (alpha / beta): 0.08 / -4.06 eV
* Kohn-Sham gap (alpha / beta): 2.21 / 6.35 eV

Table of natural (NBO) atomic charges, one value per atom, all in e: Br -0.062; C -0.403; C -0.465; Br -0.010; H 0.226; H 0.219; H 0.230; H 0.232; C -0.489; N 0.365; O -0.682; O -0.675; H 0.184; H 0.184; H 0.174; C -0.487; N 0.532; O -0.372; O -0.418; H 0.208; H 0.275; H 0.236

=====

Computed, not measured: C15H12N3O2 as an isolated structure in a non-equilibrium geometry, with ωB97M-V/def2-TZVPD.

```
32
Properties=species:S:1:pos:R:3
N 3.1128 -0.8098 2.2664
C 1.9396 -0.8341 2.2186
C 0.5309 -0.8045 2.3043
C -0.2621 -1.5457 1.5218
C -1.6781 -1.6105 1.5142
N -2.8317 -1.7911 1.3602
H 0.1781 -0.2937 3.2854
H 0.2307 -2.2022 0.8002
C -4.7511 -1.5521 3.7565
C -3.4612 -1.5409 4.5198
O -2.6550 -0.4819 3.9324
C -1.4677 -0.3598 4.5298
C -0.5101 0.4990 3.7527
C 0.3986 1.2954 4.6075
C 1.0348 0.7052 5.7144
C 2.0614 1.3709 6.3863
C 2.4797 2.6361 5.9370
C 3.6088 3.2767 6.5397
N 4.5582 3.7889 7.0170
C 1.8135 3.2505 4.8613
C 0.7903 2.5800 4.1973
O -1.1875 -1.0253 5.5178
H -5.3514 -2.4042 4.0866
H -5.3177 -0.6346 3.9469
H -4.5646 -1.6449 2.6794
H -3.6076 -1.3042 5.5809
H -2.9283 -2.4963 4.4129
H -1.0139 1.0970 2.9686
H 0.6958 -0.2603 6.0825
H 2.5378 0.9161 7.2648
H 2.0988 4.2608 4.5480
H 0.2609 3.0394 3.3650
```

Summary:
* charge: -1
* E_HOMO: -3.22 eV
* Kohn-Sham gap: 5.92 eV

Table of natural (NBO) atomic charges, one value per atom, all in e: N -0.386; C 0.243; C -0.217; C -0.350; C 0.295; N -0.374; H 0.261; H 0.228; C -0.638; C -0.071; O -0.523; C 0.778; C -0.604; C 0.128; C -0.283; C -0.131; C -0.275; C 0.312; N -0.396; C -0.139; C -0.282; O -0.689; H 0.195; H 0.197; H 0.252; H 0.188; H 0.185; H 0.213; H 0.257; H 0.212; H 0.210; H 0.206

=====

Computed, not measured: one molecule with the formula C7H17N2OP in a non-equilibrium geometry, with ωB97M-V/def2-TZVPD.

```
28
Properties=species:S:1:pos:R:3
C -1.4745 -1.2089 0.5869
C -0.3418 -1.3827 -0.5328
C -0.9415 -0.8807 2.0231
C -0.7968 2.6665 -0.6585
C 2.8914 -1.3495 0.2271
C -0.8776 1.4648 -1.6548
C 0.4731 0.7644 -1.6762
N 1.4897 1.1377 1.2231
N 0.5513 -0.2609 -0.7121
O -1.2741 0.4903 2.1554
P 1.8447 -0.1315 0.3372
H -2.1154 -0.4104 0.3903
H -1.8891 -2.2647 0.5236
H 0.2918 -2.2565 -0.2975
H -0.9416 -1.5767 -1.4917
H -1.6808 -1.3420 2.7546
H 0.1099 -1.2617 2.2895
H -0.3799 3.5833 -1.0851
H -1.8614 2.8750 -0.2269
H -0.1038 2.4240 0.1895
H 3.7791 -1.4684 0.8893
H -0.7820 0.8813 1.5888
H 2.7331 -2.0350 -0.6360
H -0.9862 1.9077 -2.6067
H -1.6472 0.6915 -1.5697
H 0.7247 0.4159 -2.6971
H 1.3370 1.5419 -1.4042
H 2.1722 1.4023 1.9462
```

Summary:
* E_HOMO: -8.75 eV
* Kohn-Sham gap: 9.46 eV

Table of natural (NBO) atomic charges, one value per atom, all in e: C -0.435; C -0.214; C -0.094; C -0.639; C -1.138; C -0.428; C -0.187; N -1.259; N -0.813; O -0.695; P 1.864; H 0.221; H 0.204; H 0.208; H 0.203; H 0.188; H 0.174; H 0.212; H 0.212; H 0.239; H 0.264; H 0.458; H 0.267; H 0.205; H 0.206; H 0.181; H 0.208; H 0.387

=====

Computed, not measured: an isolated ion of composition C24H30NO2S and charge +1 in a non-equilibrium geometry, with ωB97M-V/def2-TZVPD.

```
58
Properties=species:S:1:pos:R:3
C -2.5838 -2.7363 -1.3114
C -2.1415 -1.7731 -0.2708
C -1.2649 -2.0278 0.7478
S -1.0222 -0.6118 1.7115
C -2.0716 0.2493 0.7221
N -2.5735 -0.4752 -0.2621
C -3.4908 0.1161 -1.2241
C -4.6868 0.7163 -0.5206
C -4.9655 2.0716 -0.6241
C -6.0684 2.6058 0.0210
C -6.8908 1.7914 0.7803
C -6.6126 0.4389 0.8921
C -5.5157 -0.0980 0.2429
H -5.3074 -1.1556 0.3270
H -7.2532 -0.1999 1.4797
H -7.7498 2.2083 1.2820
H -6.2835 3.6587 -0.0715
H -4.3292 2.7094 -1.2201
H -3.8102 -0.6557 -1.9243
H -2.9532 0.8864 -1.7836
H -2.3201 1.2844 0.8631
C -0.4412 -3.2455 0.9765
H -0.0451 -3.2398 1.9928
H -1.0341 -4.1503 0.8381
C 0.7409 -3.2807 -0.0145
H 0.3730 -3.2224 -1.0440
H 1.3127 -4.1982 0.1315
O 1.6528 -2.2194 0.2169
C 1.4298 -1.0461 -0.3956
O 0.4508 -0.8463 -1.0788
C 2.5244 -0.0454 -0.1233
C 2.1068 1.3385 -0.6259
C 3.2444 2.3299 -0.3871
C 3.5520 2.4025 1.1080
C 3.9733 1.0213 1.6072
C 5.2195 0.5615 0.8525
C 4.9093 0.4916 -0.6417
C 4.4890 1.8713 -1.1453
H 5.3000 2.5843 -0.9903
H 4.2796 1.8306 -2.2162
C 3.7801 -0.5092 -0.8827
H 4.0733 -1.5004 -0.5316
H 3.5593 -0.5745 -1.9506
H 5.7983 0.1576 -1.1856
H 6.0371 1.2621 1.0281
H 5.5355 -0.4187 1.2151
C 2.8394 0.0218 1.3770
H 3.1321 -0.9652 1.7377
H 1.9482 0.3372 1.9284
H 4.1911 1.0696 2.6790
H 4.3552 3.1191 1.2852
H 2.6716 2.7469 1.6559
H 2.9400 3.3179 -0.7471
H 1.2065 1.6652 -0.0976
H 1.8662 1.2841 -1.6891
H -3.6703 -2.7790 -1.3731
H -2.2174 -3.7319 -1.0824
H -2.1892 -2.4431 -2.2841
```

Summary:
* charge: +1
* E_HOMO: -12.34 eV
* Kohn-Sham gap: 8.90 eV

Table of natural (NBO) atomic charges, one value per atom, all in e: C -0.662; C 0.199; C -0.156; S 0.615; C -0.105; N -0.272; C -0.258; C 0.012; C -0.227; C -0.194; C -0.188; C -0.188; C -0.241; H 0.209; H 0.228; H 0.230; H 0.229; H 0.216; H 0.241; H 0.239; H 0.269; C -0.473; H 0.242; H 0.247; C -0.065; H 0.201; H 0.217; O -0.515; C 0.848; O -0.645; C -0.162; C -0.384; C -0.223; C -0.403; C -0.208; C -0.403; C -0.221; C -0.401; H 0.215; H 0.209; C -0.385; H 0.217; H 0.214; H 0.223; H 0.216; H 0.208; C -0.397; H 0.223; H 0.196; H 0.219; H 0.216; H 0.201; H 0.218; H 0.197; H 0.222; H 0.241; H 0.246; H 0.253

=====

Number 4 is which compound?
C4H10Br2N2O4

=====

Copy entry 4 word for word.
Computed, not measured: a 3-piece molecular cluster, C4H10Br2N2O4 overall in a non-equilibrium geometry, with ωB97M-V/def2-TZVPD.

```
22
Properties=species:S:1:pos:R:3
Br 4.1376 2.4393 5.0636
C 4.2937 1.2324 3.4639
C 3.1653 1.5612 2.4723
Br 1.4103 0.8705 2.9664
H 4.2924 0.1689 3.7029
H 5.2344 1.5315 3.0017
H 3.4778 1.0196 1.5795
H 3.0647 2.6428 2.3832
C 0.4476 -0.1347 -0.6285
N -0.0820 0.2592 -1.9753
O -0.6837 -0.5475 -2.6354
O 0.2110 1.3569 -2.4212
H -0.3674 -0.2781 0.0809
H 1.1571 0.6147 -0.2777
H 1.0205 -1.0258 -0.8852
C -4.4478 -1.4576 -2.9220
N -4.3214 -1.9724 -1.5109
O -4.2303 -1.0850 -0.7031
O -4.4150 -3.1486 -1.1533
H -5.1427 -2.1331 -3.4209
H -3.4220 -1.4876 -3.2893
H -4.8001 -0.4266 -2.8916
```

Summary:
* charge: -1
* spin multiplicity: 2
* E_HOMO (alpha / beta): 0.08 / -4.06 eV
* Kohn-Sham gap (alpha / beta): 2.21 / 6.35 eV

Table of natural (NBO) atomic charges, one value per atom, all in e: Br -0.062; C -0.403; C -0.465; Br -0.010; H 0.226; H 0.219; H 0.230; H 0.232; C -0.489; N 0.365; O -0.682; O -0.675; H 0.184; H 0.184; H 0.174; C -0.487; N 0.532; O -0.372; O -0.418; H 0.208; H 0.275; H 0.236